C39H45N8Ru | ωB97M-V/def2-TZVPD

```
! RIJCOSX wB97M-V def2-TZVPD def2/J DEFGRID3
* xyz 0 2
Ru 0.346 0.087 0.273
C -1.168 5.712 -2.176
C -0.296 5.581 -0.924
C -0.512 4.283 -0.213
C -1.350 4.022 0.822
C -2.213 4.984 1.573
C -1.583 5.404 2.903
C -1.252 2.595 1.085
C -2.119 1.896 1.913
C -2.212 0.521 2.083
C -3.179 -0.226 2.788
C -4.409 0.341 3.422
C -5.577 0.412 2.436
C -2.831 -1.570 2.716
C -1.641 -1.680 1.969
C -0.902 -2.817 1.671
C 0.169 -2.930 0.794
N 0.688 -1.922 0.040
C 1.514 -2.489 -0.874
C 2.072 -1.828 -1.957
C 1.864 -0.508 -2.332
N 1.071 0.383 -1.675
C 1.324 1.605 -2.218
C 0.882 2.818 -1.710
C 0.099 3.019 -0.584
N -0.313 2.042 0.263
C 2.225 1.470 -3.343
C 2.566 0.155 -3.411
C 3.559 -0.495 -4.320
C 4.956 -0.532 -3.693
C 2.677 2.589 -4.226
C 1.606 2.995 -5.242
C 1.621 -3.916 -0.619
C 0.784 -4.190 0.414
C 0.469 -5.521 1.019
C -0.761 -6.175 0.384
C 2.521 -4.854 -1.355
C 3.961 -4.775 -0.837
N -1.250 -0.381 1.596
C -3.559 -2.722 3.335
C -2.957 -3.120 4.685
H -0.973 6.652 -2.692
H -2.226 5.679 -1.912
H -0.979 4.894 -2.873
H -0.513 6.404 -0.240
H 0.758 5.682 -1.193
H -3.195 4.539 1.756
H -2.395 5.864 0.954
H -1.404 4.536 3.539
H -2.229 6.098 3.442
H -0.621 5.889 2.736
H -2.862 2.487 2.433
H -4.196 1.339 3.812
H -4.686 -0.270 4.284
H -5.322 1.043 1.584
H -6.467 0.823 2.914
H -5.822 -0.579 2.053
H -1.247 -3.736 2.125
H 2.734 -2.406 -2.587
H 1.164 3.703 -2.265
H 3.590 0.047 -5.268
H 3.232 -1.509 -4.563
H 5.313 0.479 -3.490
H 5.668 -1.024 -4.355
H 4.943 -1.056 -2.737
H 3.586 2.287 -4.749
H 2.954 3.451 -3.615
H 1.359 2.157 -5.895
H 1.949 3.824 -5.863
H 0.687 3.302 -4.740
H 0.321 -5.413 2.097
H 1.332 -6.179 0.901
H -1.641 -5.537 0.480
H -0.982 -7.135 0.854
H -0.597 -6.346 -0.680
H 2.503 -4.623 -2.423
H 2.144 -5.874 -1.260
H 4.356 -3.763 -0.940
H 4.612 -5.456 -1.386
H 4.004 -5.036 0.221
H -3.538 -3.575 2.652
H -4.610 -2.459 3.466
H -1.903 -3.382 4.583
H -3.482 -3.976 5.109
H -3.024 -2.294 5.395
N 0.552 0.009 3.344
C 0.193 -0.033 2.170
H -0.160 -0.206 4.042
N 2.360 0.419 0.623
C 3.490 0.335 0.342
N 4.682 0.238 -0.089
C 5.762 0.247 0.668
N 6.762 0.236 1.249
*
```

Output
Strongest force on any atom ... 0.4 eV Å⁻¹
E ... -2046.07003 Eh
HOMO level (spin up / spin down) ... -7.319 / -7.322 eV